# C4H14N2O

2 unconnected molecules or ions with the total composition C4H14N2O in a non-equilibrium geometry (ωB97M-V/def2-TZVPD, the Open Molecules 2025 dataset).

Output
Frontier orbital gap, Ha: 0.371
Total charge: 0
SMILES: NCCCCN.O
Largest force on an atom, eV/Å: 5.0

Atoms and positions in Å:
N (-0.328193, -1.258132, 3.188640)
C (-0.589693, -1.656475, 1.740045)
C (-0.764077, -0.608075, 0.652226)
C (0.541141, -0.160405, 0.000088)
C (0.868425, -0.793259, -1.332261)
N (0.116615, -0.146610, -2.465455)
H (-0.249234, -0.322300, 3.367008)
H (-1.209663, -1.665109, 3.680469)
H (0.161810, -2.459876, 1.356913)
H (-1.538291, -2.122456, 1.879682)
H (-1.509071, -0.853996, -0.115546)
H (-1.251149, 0.375732, 1.004390)
H (0.747887, 0.929377, -0.179213)
H (1.325874, -0.385902, 0.692797)
H (0.384305, -1.740244, -1.372230)
H (1.887866, -0.925180, -1.598039)
H (-0.150977, -0.959467, -2.996435)
H (0.702863, 0.403324, -3.145659)
O (0.116346, 3.964963, -1.369702)
H (0.630405, 3.423866, -0.775301)
H (0.282878, 3.725009, -2.264098)

Cartesian forces (eV/Å) of the 3 atoms listed first:
-2.126 -4.494 -0.734
0.661 -0.619 0.358
-0.764 3.141 0.005

# C37H46BBrF4N10OPS2Tl

A molecular structure, C37H46BBrF4N10OPS2Tl (ωB97M-V/def2-TZVPD, the Open Molecules 2025 dataset).

Output
Frontier orbital gap, Ha: 0.235
Total charge: +2
Largest force on an atom, eV/Å: 0.5

Atoms and positions in Å:
Tl (-0.195580, 0.109267, -0.696148)
C (-3.647102, -2.603757, -0.885761)
N (-3.954758, -1.364035, -1.580480)
C (-4.728721, -1.237036, -2.706042)
C (-4.797100, 0.088288, -2.980241)
N (-4.064340, 0.760182, -2.035228)
B (-3.906529, 2.300951, -2.022487)
N (-2.739362, 2.714963, -3.008227)
C (-2.724523, 3.993283, -3.515386)
C (-1.605511, 4.145331, -4.261997)
N (-0.929919, 2.950568, -4.201242)
C (0.324293, 2.660211, -4.879948)
C (-1.632364, 2.092511, -3.420205)
S (-1.102509, 0.460918, -3.176028)
C (-3.546982, -0.140294, -1.195179)
S (-2.586734, 0.155526, 0.212681)
H (-4.066454, -3.428879, -1.455462)
H (-4.084834, -2.590934, 0.111030)
H (-2.569094, -2.703802, -0.801434)
H (-5.179677, -2.086732, -3.186927)
H (-5.323970, 0.613272, -3.756809)
H (-4.905191, 2.786488, -2.475063)
H (-3.654328, 2.690168, -0.911680)
H (-3.529000, 4.679202, -3.317404)
H (-1.247244, 4.976187, -4.843816)
H (0.517151, 3.456122, -5.593864)
H (0.256592, 1.710933, -5.404006)
H (1.143589, 2.613126, -4.162853)
F (6.488428, -0.900148, 4.023819)
C (5.261567, -0.795589, 3.562678)
C (4.181213, -1.097960, 4.370984)
F (4.370951, -1.481775, 5.617783)
C (2.896693, -0.978643, 3.866317)
F (1.896669, -1.223274, 4.707293)
C (2.640781, -0.593986, 2.552875)
P (0.894070, -0.367627, 2.033469)
C (0.484285, 0.995235, 3.176714)
C (-0.447236, 0.905378, 4.204165)
C (-0.646512, 1.987685, 5.052122)
C (0.083942, 3.154445, 4.885475)
C (1.031722, 3.240405, 3.872431)
C (1.231665, 2.165208, 3.024894)
C (0.055455, -1.876225, 2.588641)
C (-1.331726, -1.861213, 2.714587)
C (-2.015485, -3.010333, 3.083294)
C (-1.321381, -4.186700, 3.322700)
C (0.060827, -4.210949, 3.188698)
C (0.745582, -3.064616, 2.818509)
C (3.750081, -0.251431, 1.775426)
Br (3.578321, 0.446567, 0.035314)
C (5.038265, -0.359606, 2.265225)
F (6.081739, -0.037983, 1.514619)
H (-1.000244, -0.007927, 4.372278)
H (-1.364113, 1.907830, 5.858193)
H (-0.068500, 3.989198, 5.556710)
H (1.621195, 4.140149, 3.753187)
H (1.992969, 2.232718, 2.252870)
H (-1.892818, -0.954593, 2.538254)
H (-3.091240, -2.978507, 3.198454)
H (-1.852407, -5.079447, 3.626291)
H (0.611002, -5.120009, 3.397244)
H (1.825131, -3.100207, 2.735616)
N (0.214936, 2.389771, -0.062319)
C (-0.595453, 3.503432, -0.630850)
C (-0.615609, 4.728676, 0.288973)
C (-1.695873, 4.637333, 1.370260)
N (-1.728411, 3.294099, 1.971905)
H (0.033682, 2.391057, 0.949097)
H (1.199768, 2.613605, -0.187756)
H (-1.603369, 3.131177, -0.796711)
H (-0.166497, 3.757666, -1.600941)
H (-0.771649, 5.628385, -0.309112)
H (0.371057, 4.834449, 0.752509)
H (-2.665392, 4.898682, 0.938254)
H (-1.488026, 5.374578, 2.145037)
H (-2.459310, 2.740896, 1.535622)
H (-1.962561, 3.347401, 2.955562)
C (2.473663, -2.904042, -0.085840)
N (1.466677, -3.936455, -0.258485)
C (1.960372, -5.310883, -0.167909)
C (0.159766, -3.653526, -0.336005)
C (-0.786816, -4.825560, -0.340487)
O (-0.289976, -2.491973, -0.421339)
H (3.028969, -3.085946, 0.837094)
H (1.999541, -1.929953, -0.034183)
H (3.176203, -2.907409, -0.920569)
H (3.030071, -5.300771, -0.360362)
H (1.492045, -5.951489, -0.910444)
H (1.792044, -5.729028, 0.826917)
H (-0.530234, -5.546251, 0.433274)
H (-0.750725, -5.340914, -1.302730)
H (-1.795669, -4.470640, -0.163120)
N (3.839301, 0.980811, -4.692710)
C (3.007638, 0.076960, -4.122390)
C (2.406733, 0.310734, -2.870780)
N (1.582215, -0.566963, -2.330418)
C (1.308987, -1.684246, -3.012787)
C (1.897041, -1.896893, -4.248201)
N (2.740077, -1.037919, -4.800793)
H (4.240281, 1.728542, -4.156657)
H (4.312873, 0.704878, -5.537144)
H (2.585937, 1.241011, -2.342472)
H (0.601180, -2.377157, -2.584938)
H (1.673820, -2.794221, -4.812976)

Cartesian forces (eV/Å) of the 3 atoms listed first:
-0.384 0.273 -0.126
-0.006 0.007 -0.011
-0.013 0.019 -0.047

# C26H45Cl2N3O6S4SbSi3V

A molecular structure, C26H45Cl2N3O6S4SbSi3V in a non-equilibrium geometry (ωB97M-V/def2-TZVPD, the Open Molecules 2025 dataset).

Output
Multiplicity: 2
Expectation value of S²: 1.2019
Frontier orbital gap (alpha / beta), Ha: 0.207 / 0.204
Total charge: -1
Largest force on an atom, eV/Å: 1.1

Atoms and positions in Å:
V (0.754231, -1.102303, 0.575588)
Cl (-6.030378, -1.024691, -3.957769)
C (-4.443019, -1.519921, -3.415551)
C (-3.836313, -2.639480, -4.039203)
C (-2.600137, -3.042259, -3.660841)
Cl (-1.851854, -4.396327, -4.445542)
C (-1.811639, -2.372139, -2.620317)
O (-0.662322, -2.724487, -2.347902)
C (-2.509505, -1.262006, -1.995816)
C (-1.938438, -0.503763, -0.953240)
O (-0.870994, -0.712699, -0.356665)
C (-3.797422, -0.854025, -2.429137)
H (-4.364071, -3.165345, -4.823839)
H (-2.511489, 0.379616, -0.636419)
H (-4.260492, 0.003864, -1.954714)
O (1.885414, -1.656475, 7.374893)
C (1.671447, -1.566370, 6.188354)
S (0.120964, -1.936692, 5.429100)
C (0.571163, -1.554826, 3.773037)
C (1.839138, -1.151639, 3.585273)
S (2.501842, -0.588829, 2.063710)
S (2.871556, -1.049861, 5.001321)
S (-0.661279, -1.630464, 2.557586)
O (0.332155, 1.616721, 3.791151)
C (-0.233817, 2.050492, 2.684987)
O (-0.053845, 1.557709, 1.596801)
C (-1.204191, 3.210953, 2.884687)
N (-1.223267, 3.673060, 4.280629)
C (-2.606513, 3.602891, 4.789417)
C (-3.490604, 3.561989, 3.545676)
C (-2.640903, 2.744045, 2.577019)
H (-0.898291, 4.010228, 2.205197)
H (-0.842046, 4.602727, 4.367304)
H (0.005768, 2.204796, 4.505981)
H (-2.811287, 4.447413, 5.446708)
H (-2.734367, 2.688875, 5.373970)
H (-3.647665, 4.572932, 3.159133)
H (-4.465711, 3.113650, 3.733762)
H (-2.899525, 2.884724, 1.529286)
H (-2.731461, 1.676784, 2.793940)
C (2.756962, -3.670376, -2.684601)
Si (3.791856, -2.257000, -2.027652)
C (4.558085, -2.641185, -0.357959)
C (5.257153, -2.076000, -3.201003)
Sb (2.201771, -0.260452, -1.679686)
Si (1.559081, 0.281595, -4.123723)
C (2.845435, -0.498498, -5.257471)
C (1.666642, 2.119680, -4.519807)
C (-0.092972, -0.380058, -4.677787)
Si (3.943022, 1.599422, -1.372708)
C (4.846728, 1.424409, 0.257813)
C (5.263734, 1.617694, -2.720343)
C (3.119659, 3.297551, -1.330740)
H (3.329608, -4.599717, -2.603168)
H (2.503067, -3.515518, -3.736535)
H (1.817907, -3.778017, -2.143440)
H (4.851177, -3.695560, -0.332871)
H (3.886165, -2.448014, 0.477763)
H (5.459802, -2.039875, -0.210907)
H (5.764441, -3.047526, -3.182024)
H (5.974472, -1.324816, -2.869191)
H (4.984275, -1.865112, -4.232874)
H (3.857787, -0.159297, -5.033793)
H (2.611327, -0.210592, -6.287873)
H (2.829224, -1.588823, -5.202232)
H (2.642387, 2.540724, -4.268461)
H (0.892881, 2.705635, -4.024600)
H (1.532956, 2.214775, -5.602796)
H (-0.088409, -1.470556, -4.691265)
H (-0.265030, -0.014128, -5.696173)
H (-0.906169, -0.039563, -4.038678)
H (5.365982, 0.468643, 0.352337)
H (4.167193, 1.503274, 1.106696)
H (5.588739, 2.228220, 0.321854)
H (6.009657, 0.844901, -2.526816)
H (5.773366, 2.586145, -2.696740)
H (4.874873, 1.463983, -3.728316)
H (2.765160, 3.496030, -0.316106)
H (2.266966, 3.408917, -1.998970)
H (3.863575, 4.058837, -1.585777)
C (1.067501, -2.907628, 0.245191)
H (0.366614, -3.506878, -0.332262)
H (1.840596, -3.477003, 0.759013)
N (-1.743557, 3.896874, -2.828421)
C (-1.021351, 2.971321, -2.087061)
N (-0.433820, 3.468421, -0.959747)
O (-0.924291, 1.812556, -2.444468)
H (-1.467916, 4.863382, -2.771544)
H (-1.957789, 3.571119, -3.756975)
H (-0.790873, 4.335892, -0.595915)
H (-0.186348, 2.781230, -0.251946)

Cartesian forces (eV/Å) of the 3 atoms listed first:
-0.237 -0.665 0.898
-0.013 0.009 0.004
0.015 -0.031 -0.040

# C6H12FN

2 unconnected molecules or ions with the total composition C6H12FN in a non-equilibrium geometry (ωB97M-V/def2-TZVPD, the Open Molecules 2025 dataset).

Output
Frontier orbital gap, Ha: 0.334
Total charge: 0
SMILES: C=C1CCCN1C.F
Largest force on an atom, eV/Å: 4.5

Atoms and positions in Å:
C (-1.017038, -1.033874, 1.480633)
C (-0.281459, -0.158931, 0.740119)
C (-0.620287, 1.313589, 0.809630)
C (0.246113, 1.926981, -0.327969)
C (1.268231, 0.796364, -0.666427)
N (0.454199, -0.371074, -0.425296)
C (1.177848, -1.634449, -0.589190)
H (-1.638753, -0.668189, 2.174504)
H (-0.878541, -2.092537, 1.504418)
H (-0.344899, 1.764666, 1.752637)
H (-1.697242, 1.461178, 0.767755)
H (-0.267840, 2.154684, -1.246605)
H (0.852364, 2.856992, -0.042973)
H (1.672750, 0.874110, -1.663652)
H (2.144457, 0.887346, 0.043521)
H (0.615052, -2.523567, -0.158125)
H (1.502111, -1.726132, -1.546421)
H (2.062341, -1.567843, 0.059722)
F (-2.939084, -0.943318, -1.666778)
H (-2.310332, -1.315991, -0.999502)

Cartesian forces (eV/Å) of the 3 atoms listed first:
3.366 -0.650 -2.642
-2.542 -0.581 -0.283
0.955 0.595 -0.453